Molecular formula: C8H12BeN4O8S2
Method: DFT, ωB97M-V with the def2-TZVPD basis set

Calculated values
LUMO (spin up / spin down) = 6.246 / 6.289 eV
Energy = -52891.988 eV
HOMO (spin up / spin down) = 4.30 / 2.68 eV
Gap between HOMO and LUMO (spin up / spin down) = 1.94 / 3.61 eV
Expectation value of S² = 0.7503

The geometry in ORCA input format:
```
! wB97M-V def2-TZVPD RIJCOSX def2/J DEFGRID3
* xyz -3 2
Be -0.0068 -0.2856 0.2472
S 0.6678 0.7493 3.1065
O 1.4649 -0.0699 2.2394
O 0.5434 0.1975 4.4735
O 1.2568 2.0716 3.1745
O -0.5930 0.7742 2.3414
S 0.1253 3.2042 -0.3926
O -0.8815 4.1945 -0.5100
O 0.9276 3.8951 -1.3590
O 0.7957 3.3723 0.8963
O -0.1769 1.8141 -0.7382
C 3.7621 2.7335 -1.0538
C 3.0298 1.5241 -0.8862
N 2.4450 0.5003 -0.8537
H 3.0848 3.5460 -0.7908
H 3.9794 2.7275 -2.1219
H 4.6754 2.6652 -0.4628
C -0.3257 -4.7879 2.7491
C -0.5088 -3.7004 1.7311
N -0.6471 -2.7988 0.9854
H 0.5293 -4.5186 3.3693
H -0.1542 -5.6837 2.1523
H -1.1981 -5.0417 3.3512
C 1.3006 -1.1566 -4.2861
C 0.4298 -1.1287 -3.0774
N -0.2707 -1.1672 -2.1087
H 2.3153 -1.4611 -4.0296
H 1.3471 -0.2634 -4.9090
H 0.8364 -1.9071 -4.9259
C -5.3201 0.1375 0.3623
C -3.8899 -0.1992 0.1933
N -2.7595 -0.4891 0.0579
H -5.3863 1.2000 0.5966
H -5.7015 -0.5552 1.1125
H -5.6964 -0.0925 -0.6345
*
```

Molecular formula: C8H12BrN2S
Method: DFT, ωB97M-V with the def2-TZVPD basis set

Calculated values
LUMO (spin up / spin down) = -3.222 / -7.516 eV
Energy = -92338.724 eV
ΔE to the lowest compared entry with this formula, charge and spin = 0.00 kcal/mol
HOMO (spin up / spin down) = -11.03 / -14.03 eV
Gap between HOMO and LUMO (spin up / spin down) = 7.81 / 6.51 eV
Expectation value of S² = 2.0081

The geometry in ORCA input format:
```
! wB97M-V def2-TZVPD RIJCOSX def2/J DEFGRID3
* xyz 1 3
C -0.4398 -0.2923 -0.0283
C -1.8516 -0.3586 -0.1728
C -0.9997 1.9687 0.0071
C -0.5666 3.2925 0.1792
C 0.3863 -2.2596 -1.3301
C 0.3661 -2.1155 1.2717
C 1.8924 -0.7955 -0.0532
C 0.5359 -1.3812 -0.0787
N -0.0332 1.0491 0.1091
N -1.0342 4.4872 -0.0573
S -2.5846 1.1961 -0.2340
Br -2.8663 -1.9023 -0.1197
H 0.4478 3.2410 0.3097
H 1.3346 -2.8406 -1.3768
H -0.4821 -2.8559 -1.3164
H 0.4368 -1.6300 -2.2051
H 1.2357 -2.8185 1.4228
H 0.3952 -1.3818 2.0330
H -0.4386 -2.7330 1.3580
H 2.5916 -1.6294 -0.1176
H 2.0406 -0.0726 -0.8491
H 2.1194 -0.2159 0.9096
H -0.4994 5.3048 0.2106
H -1.9863 4.7434 0.1284
*
```

Molecular formula: C8H12Cl3F2NO14S2Y
Method: DFT, ωB97M-V with the def2-TZVPD basis set

Calculated values
LUMO = -10.794 eV
Energy = -104330.976 eV
ΔE to the lowest compared entry with this formula, charge and spin = 262.24 kcal/mol
HOMO = -12.22 eV
Gap between HOMO and LUMO = 1.42 eV

The geometry in ORCA input format:
```
! wB97M-V def2-TZVPD RIJCOSX def2/J DEFGRID3
* xyz 1 1
Y 4.1264 -3.4396 3.6620
Cl 2.1288 -0.7343 -0.6127
O 1.5627 -1.5898 -1.5951
O 1.8528 -1.1137 0.7304
O 3.5922 -0.6603 -0.7352
O 1.6695 0.6566 -0.7564
N 0.9863 -5.2607 4.3705
S -0.1123 -5.9772 3.5058
O -1.3568 -5.2536 3.2828
O -0.0457 -7.4761 3.3771
F 0.5711 -5.5885 2.1046
S 0.0911 -5.3563 5.7696
O -0.3822 -6.6440 6.2449
O -0.6685 -4.1375 6.2016
F 1.4440 -5.0835 6.6210
C -1.2227 1.0614 -5.2236
C -1.2066 -0.2932 -5.9173
O -2.3840 -0.9613 -5.4704
C -2.9041 -0.2925 -4.4011
O -3.8922 -0.6083 -3.7695
O -2.2038 0.7858 -4.1599
H -1.4213 1.8409 -5.9592
H -0.2150 1.2298 -4.8436
H -0.2495 -0.7627 -5.6902
H -1.1737 -0.1965 -7.0025
C -3.3653 1.5867 1.0935
C -3.3639 0.0555 1.1722
O -4.7166 -0.3740 1.1516
C -5.5123 0.6797 1.0105
O -6.7399 0.6491 0.8957
O -4.7983 1.8348 1.0400
H -2.8342 1.9512 0.2141
H -2.8666 2.0230 1.9589
H -2.8311 -0.3097 2.0501
H -2.8772 -0.3181 0.2713
Cl 5.8314 7.9039 -0.6223
C 5.1179 6.3290 -0.7975
C 5.2200 5.5193 0.4918
Cl 4.4728 6.3685 1.8666
H 5.6367 5.6750 -1.4983
H 4.1045 6.4215 -1.1880
H 6.2384 5.2863 0.8029
H 4.6973 4.5729 0.3532
*
```

Molecular formula: C8H12ClN
Method: DFT, ωB97M-V with the def2-TZVPD basis set

Calculated values
LUMO = 0.971 eV
Energy = -22503.024 eV
ΔE to the lowest compared entry with this formula, charge and spin = 2.85 kcal/mol
HOMO = -9.00 eV
SMILES string = Clc1ccccc1.CCN
Gap between HOMO and LUMO = 9.97 eV

The geometry in ORCA input format:
```
! wB97M-V def2-TZVPD RIJCOSX def2/J DEFGRID3
* xyz 0 1
Cl 2.7118 1.2260 -0.8971
C 3.2184 2.0882 0.5216
C 2.7390 3.3770 0.7456
C 3.1515 4.0630 1.8885
C 4.0301 3.4675 2.7927
C 4.5001 2.1757 2.5520
C 4.0977 1.4769 1.4149
H 2.0475 3.8353 0.0262
H 2.7771 5.0790 2.0706
H 4.3509 4.0125 3.6903
H 5.1922 1.7001 3.2594
H 4.4603 0.4601 1.2143
C 0.1506 1.9468 1.8463
C 1.2289 1.2670 2.6912
N 1.6931 -0.0283 2.1917
H 0.5266 2.1283 0.8254
H -0.1417 2.9131 2.2905
H -0.7434 1.3039 1.7828
H 2.1125 1.9301 2.7617
H 0.8452 1.1074 3.7172
H 2.0640 0.0780 1.2410
H 0.9014 -0.6767 2.1174
*
```

Molecular formula: C8H12CrN4O4P
Method: DFT, ωB97M-V with the def2-TZVPD basis set

Calculated values
LUMO (spin up / spin down) = 0.097 / 0.095 eV
Energy = -60353.143 eV
ΔE to the lowest compared entry with this formula, charge and spin = 0.00 kcal/mol
HOMO (spin up / spin down) = -7.35 / -7.33 eV
Gap between HOMO and LUMO (spin up / spin down) = 7.45 / 7.43 eV
Expectation value of S² = 3.8254

The geometry in ORCA input format:
```
! wB97M-V def2-TZVPD RIJCOSX def2/J DEFGRID3
* xyz 0 4
Cr -0.4206 -0.9777 0.2729
P -1.4609 -3.0318 0.1596
O -2.1609 -4.3136 0.1149
O 0.1193 -2.8607 0.2505
O -1.7012 -1.9236 1.2923
O -1.5981 -1.9726 -1.0056
C -2.7513 2.0778 3.0089
C -1.7239 1.2911 2.3454
N -0.9252 0.6695 1.8176
H -2.7735 3.0968 2.6272
H -2.5254 2.1307 4.0724
H -3.7153 1.6028 2.8403
C 2.6430 -1.1714 -3.5517
C 1.7710 -0.8965 -2.4224
N 1.0552 -0.6858 -1.5606
H 2.1110 -1.1080 -4.4966
H 2.9744 -2.2063 -3.4389
H 3.4991 -0.5039 -3.5467
C 4.1565 -0.5597 2.0819
C 2.7813 -0.5935 1.6002
N 1.7016 -0.6061 1.2308
H 4.3952 -1.5002 2.5718
H 4.2273 0.2528 2.8054
H 4.8501 -0.3684 1.2680
C -2.6526 2.7541 -1.8902
C -1.9120 1.5996 -1.4105
N -1.3484 0.6845 -1.0242
H -2.7348 3.4810 -1.0840
H -3.6638 2.4352 -2.1516
H -2.2171 3.2038 -2.7770
*
```

Molecular formula: C8H12F12MgN4P2
Method: DFT, ωB97M-V with the def2-TZVPD basis set

Calculated values
LUMO = -8.126 eV
Energy = -71085.343 eV
ΔE to the lowest compared entry with this formula, charge and spin = 313.02 kcal/mol
HOMO = -10.82 eV
Gap between HOMO and LUMO = 2.69 eV

The geometry in ORCA input format:
```
! wB97M-V def2-TZVPD RIJCOSX def2/J DEFGRID3
* xyz 0 1
Mg 6.9598 0.4239 -20.8429
P 2.2127 -2.0376 -19.4343
F 3.1835 -3.2891 -19.3376
F 0.9027 -3.0323 -19.6415
F 2.1982 -1.8540 -17.8297
F 1.2366 -0.7098 -19.6039
F 3.4536 -0.9677 -19.5122
F 2.4131 -2.1652 -21.0624
P 5.6851 5.1140 -17.8529
F 4.2182 4.7781 -18.3699
F 6.2630 3.7161 -18.4359
F 6.1104 5.9309 -19.2419
F 7.2367 5.2442 -17.2965
F 5.2021 6.5910 -17.2319
F 5.2001 4.2401 -16.5275
C 4.3698 5.1008 -25.4895
C 4.7707 3.9956 -24.5675
N 5.0779 3.1256 -23.8608
H 3.4917 4.6470 -25.9490
H 5.1001 5.3173 -26.2692
H 4.0560 6.0321 -25.0180
C 7.7567 -5.3831 -25.0577
C 7.8086 -4.2667 -24.1676
N 7.7719 -3.3705 -23.4160
H 8.7757 -5.5674 -25.3979
H 7.0447 -5.1991 -25.8623
H 7.3272 -6.2866 -24.6250
C 13.9255 2.0465 -22.8560
C 12.5456 1.8697 -22.4302
N 11.4166 1.7417 -22.1048
H 13.9274 2.8560 -23.5859
H 14.2882 1.0928 -23.2393
H 14.4443 2.3768 -21.9560
C 9.4874 -2.6957 -14.4249
C 9.0466 -2.1626 -15.7942
N 8.7616 -1.7203 -16.8380
H 9.5384 -3.7834 -14.4739
H 8.8008 -2.5268 -13.5953
H 10.4860 -2.3089 -14.2219
*
```